Entry 1:
# C7H10Cl10F18NO4P2S2V

A structure of composition C7H10Cl10F18NO4P2S2V in a non-equilibrium geometry (ωB97M-V/def2-TZVPD, the Open Molecules 2025 dataset).

Calculated values
Calculated total energy   -257191.3514 eV
Multiplicity   4
LUMO (alpha / beta)   2.125 / 2.096 eV
Charge   -1
Energy relative to the best compared isomer or geometry (same formula, charge and spin)   0.4579 eV
Frontier orbital gap (alpha / beta)   9.64 / 10.81 eV
Expectation value of S²   3.753

Geometry as XYZ:
```
55
C7H10Cl10F18NO4P2S2V, DFT ωB97M-V/def2-TZVPD
V -0.18944 -1.43317 -2.40684
P 2.17307 -1.94896 -3.74103
F 2.77798 -1.03424 -4.90277
F 0.67426 -1.62981 -4.35932
F 2.31091 -3.23480 -4.68179
F 1.40503 -2.83983 -2.57149
F 3.58222 -2.23429 -3.08037
F 1.87247 -0.65626 -2.75689
P -2.62541 -0.18412 -3.58438
F -1.09076 0.39920 -3.54735
F -2.36322 -0.61398 -2.04983
F -3.30509 1.21682 -3.16899
F -4.09109 -0.85953 -3.53508
F -2.79891 0.21309 -5.12753
F -1.95040 -1.60903 -3.98042
C -1.83249 -2.25066 1.22271
F -1.88490 -2.88495 2.37634
F -2.52127 -2.87390 0.28930
F -2.33207 -1.03242 1.37818
S -0.02599 -2.10180 0.69628
O 0.77557 -1.90137 1.87727
O 0.27574 -3.32554 -0.00599
N -0.02177 -0.81104 -0.44315
S 0.46264 0.46551 0.42126
O -0.28457 0.69465 1.63063
O 1.90765 0.52733 0.48116
C -0.08148 1.89878 -0.64321
F -1.38173 1.84199 -0.84552
F 0.24888 3.00118 -0.02468
F 0.51235 1.85222 -1.82836
C 2.38088 1.53064 3.87470
Cl 1.62613 3.05894 3.37862
Cl 1.11436 0.36290 4.36021
H 2.94669 1.15017 3.03072
H 3.04164 1.71635 4.71240
C 3.10148 -2.47230 4.07352
Cl 3.26062 -4.15585 4.61878
Cl 4.36698 -1.48522 4.86709
H 3.24534 -2.41213 3.00317
H 2.11550 -2.14515 4.36215
C -5.26045 -1.61713 2.57632
Cl -5.93563 -1.74169 0.93934
Cl -6.30741 -0.81178 3.73601
H -5.12229 -2.61235 2.97755
H -4.37945 -1.00646 2.44789
C -2.69909 5.09830 -0.48480
Cl -3.25707 4.65511 -2.09424
Cl -1.37975 6.30917 -0.62487
H -3.53919 5.54138 0.03283
H -2.26310 4.23942 0.00856
C 4.47456 1.89305 -0.59351
Cl 5.90795 2.40802 -1.50384
Cl 3.84788 3.22276 0.42133
H 3.70906 1.52862 -1.26676
H 4.80622 1.09418 0.05868
```

Entry 2:
# C5H9N3O2S

A cluster of 2 separate species, C5H9N3O2S in total in a non-equilibrium geometry (ωB97M-V/def2-TZVPD, the Open Molecules 2025 dataset).

Calculated values
Calculated total energy   -24727.3099 eV
LUMO (alpha / beta)   -2.013 / -2.507 eV
Energy relative to the best compared isomer or geometry (same formula, charge and spin)   3.2185 eV
Frontier orbital gap (alpha / beta)   6.63 / 6.05 eV

Geometry as XYZ:
```
20
C5H9N3O2S, DFT ωB97M-V/def2-TZVPD
C 1.70274 0.46667 -0.07705
C 0.96173 -1.54593 -0.08162
C 2.73324 1.50900 0.13894
C 0.78823 -2.98413 0.07760
C -2.82821 1.95405 0.00637
N 2.07039 -0.80621 0.03663
N 0.41422 0.56369 -0.21153
N -0.01069 -0.66553 -0.28274
O -3.26101 -0.88211 0.54984
O -2.83887 1.04379 -1.01997
S -2.65251 -0.54000 -0.71640
H 2.39654 2.41239 0.58746
H 3.62122 1.29792 0.66807
H 3.22333 1.59363 -0.82494
H 1.58601 -3.51183 -0.54247
H 0.99609 -3.37245 1.11498
H -0.30978 -3.18384 -0.22552
H -3.65237 1.72844 0.81169
H -3.14535 2.86246 -0.39904
H -1.79495 2.05999 0.38970
```

Entry 3:
# C3H9N2O4PbS2

A structure of composition C3H9N2O4PbS2 in a non-equilibrium geometry (ωB97M-V/def2-TZVPD, the Open Molecules 2025 dataset).

Calculated values
Calculated total energy   -41331.7651 eV
LUMO   -7.979 eV
Charge   +1
Frontier orbital gap   4.85 eV

Geometry as XYZ:
```
21
C3H9N2O4PbS2, DFT ωB97M-V/def2-TZVPD
N 0.82630 2.31733 1.75047
C 0.63966 1.05913 0.97861
C -0.83901 1.03157 0.62928
C -1.38143 -0.17926 -0.15257
S -0.73100 -1.81883 -0.08669
O -1.95576 -2.56176 -0.31813
O -0.11482 -2.16548 1.13103
N 0.11287 -1.96855 -1.48598
S 1.58180 -1.19392 -1.53588
O 2.36065 -1.38957 -0.37136
O 2.18138 -1.60686 -2.74688
H 0.50653 2.13439 2.69518
H 1.82798 2.46545 1.79159
H 0.97195 0.23235 1.60003
H 1.29233 1.15166 0.11701
H -1.02184 1.91761 0.01702
H -1.45769 1.17962 1.50995
H -1.36670 0.01241 -1.24753
H -2.43332 -0.28054 0.13423
H 1.31269 0.13361 -1.72326
Pb -2.31255 -0.47037 -2.68611
```

Entry 4:
# C3H4BrNO

The molecule C3H4BrNO in a non-equilibrium geometry (ωB97M-V/def2-TZVPD, the Open Molecules 2025 dataset).

Calculated values
Calculated total energy   -76749.4263 eV
Multiplicity   3
LUMO (alpha / beta)   0.736 / -3.666 eV
Energy relative to the best compared isomer or geometry (same formula, charge and spin)   1.4296 eV
Frontier orbital gap (alpha / beta)   5.21 / 6.40 eV
Expectation value of S²   2.008

Geometry as XYZ:
```
10
C3H4BrNO, DFT ωB97M-V/def2-TZVPD
C 0.61573 1.73152 0.02553
C -0.00657 -0.30614 -0.31115
C 1.16534 0.17849 0.55897
N -0.42565 1.06521 -0.39544
O 1.04739 2.83511 0.00532
Br 2.99605 -0.24254 -0.00172
H 0.50799 -0.63223 -1.30668
H -0.64033 -1.10338 0.14211
H 0.97968 -0.03886 1.56924
H -1.33876 1.41272 -0.60235
```

Entry 5:
# C30H73N3O8

A cluster of 8 separate species, C30H73N3O8 in total in a non-equilibrium geometry (ωB97M-V/def2-TZVPD, the Open Molecules 2025 dataset).

Calculated values
Calculated total energy   -53140.0019 eV
LUMO   0.162 eV
Structure (SMILES)   CC1(C)CCCC(C)(C)N1O.CC1(C)CCCC(C)(C)N1O.CC1(C)CCCC(C)(C)N1O.CC(C)O.O.O.O.O
Energy relative to the best compared isomer or geometry (same formula, charge and spin)   0.0000 eV
Frontier orbital gap   8.31 eV

Geometry as XYZ:
```
114
C30H73N3O8, DFT ωB97M-V/def2-TZVPD
C 2.81612 -2.17173 7.01147
C 1.94779 -2.92954 5.99047
C 2.35897 -4.42192 6.13775
C 0.49962 -2.68084 6.42561
C -0.53503 -3.16555 5.41608
C -0.35216 -2.43765 4.09950
C 1.09792 -2.55794 3.55863
C 1.27667 -3.89326 2.85070
C 1.28626 -1.38891 2.59725
N 2.09664 -2.42079 4.64974
O 3.40922 -2.56363 4.15981
H 2.52472 -1.12813 7.18519
H 2.83652 -2.62769 7.99934
H 3.82968 -2.05705 6.61506
H 3.43070 -4.50299 6.29380
H 1.75743 -4.89706 6.91068
H 2.12133 -4.91571 5.19283
H 0.27873 -3.24376 7.33635
H 0.37148 -1.61620 6.62604
H -0.42161 -4.25239 5.32701
H -1.54576 -3.08106 5.82282
H -0.71846 -1.41419 4.03885
H -0.91920 -2.94688 3.31244
H 0.82058 -3.79859 1.85597
H 0.77908 -4.70718 3.37729
H 2.31416 -4.13097 2.62111
H 0.52036 -1.25380 1.83117
H 2.25443 -1.29878 2.09796
H 1.16409 -0.46612 3.18131
H 3.66140 -1.67563 3.88874
C -1.34814 4.97529 -6.39527
C -0.76413 4.44325 -5.08482
C -1.26675 3.01364 -4.84220
C 0.77237 4.43909 -5.26342
C 1.44630 4.20267 -3.89046
C 1.08857 5.29631 -2.90512
C -0.40646 5.54927 -2.75492
C -1.00128 4.65971 -1.66070
C -0.50724 7.03441 -2.33142
N -1.12199 5.37283 -4.01740
O -2.51287 5.46138 -3.87595
H -1.08559 6.01374 -6.60067
H -1.09241 4.31459 -7.22457
H -2.44374 4.97621 -6.39601
H -0.49245 2.30996 -4.53271
H -2.10577 2.96899 -4.14459
H -1.68829 2.53183 -5.73186
H 1.18414 3.72317 -5.96879
H 1.01246 5.47372 -5.52333
H 0.99878 3.30603 -3.43554
H 2.47838 3.85875 -3.97485
H 1.73728 6.16721 -3.03992
H 1.49892 4.90449 -1.96456
H -2.07404 4.86684 -1.57805
H -0.63491 4.85673 -0.65486
H -0.97931 3.61192 -1.96699
H 0.11188 7.68386 -2.94709
H -0.18161 7.20094 -1.30067
H -1.54179 7.39264 -2.34558
H -2.71844 6.40028 -3.96094
C -4.94199 -2.81213 1.50683
C -4.31623 -3.71201 0.42974
C -4.09929 -5.13912 0.90585
C -5.23601 -3.72475 -0.79809
C -4.55118 -4.06278 -2.13835
C -3.28525 -3.24947 -2.40095
C -2.33455 -3.24330 -1.17604
C -1.49691 -4.55114 -1.22066
C -1.37760 -2.06261 -1.39825
N -3.05437 -3.05015 0.06847
O -2.12320 -3.02732 1.14853
H -5.06119 -1.81245 1.07927
H -5.96609 -3.13374 1.71270
H -4.32190 -2.67249 2.38790
H -3.33589 -5.27720 1.67110
H -5.02624 -5.60888 1.25100
H -3.85662 -5.78173 0.05500
H -6.09426 -4.36429 -0.60092
H -5.56561 -2.68490 -0.91413
H -4.32551 -5.13358 -2.06298
H -5.34606 -4.00264 -2.88266
H -3.45359 -2.22325 -2.72132
H -2.80616 -3.81956 -3.19739
H -0.97848 -4.68363 -2.17117
H -2.10170 -5.44453 -1.07278
H -0.70812 -4.53552 -0.46221
H -1.93802 -1.15572 -1.16254
H -0.99127 -2.06636 -2.41686
H -0.51636 -2.05444 -0.72796
H -1.80423 -3.94616 1.13286
C 1.98706 2.75803 0.14230
C 2.21698 1.47848 -0.66540
C 1.02702 0.53053 -0.53045
O 2.53370 1.79111 -2.02551
H 1.86406 2.63235 1.21437
H 1.10601 3.25460 -0.27061
H 2.83780 3.42156 -0.04937
H 3.09774 1.00180 -0.22182
H 1.46394 -0.46805 -0.62319
H 0.23596 0.68325 -1.26256
H 0.60236 0.55283 0.47113
H 3.25756 2.42578 -1.93166
O 4.42572 0.64923 1.99713
H 4.95756 -0.13621 2.17377
H 3.83001 0.72318 2.75479
O 4.94643 3.61221 1.95470
H 4.89824 2.68632 1.67848
H 5.54980 4.02305 1.32444
O 5.70990 3.96958 -1.40868
H 5.86203 3.40548 -2.17646
H 5.32970 4.77908 -1.77098
O 2.01654 0.75041 -4.56364
H 2.43462 0.59737 -3.70419
H 1.49961 1.55007 -4.42830
```

Entry 6:
# CH2INS

A structure of composition CH2INS in a non-equilibrium geometry (ωB97M-V/def2-TZVPD, the Open Molecules 2025 dataset).

Calculated values
Calculated total energy   -21493.9744 eV
LUMO (alpha / beta)   -1.609 / -1.605 eV
Energy relative to the best compared isomer or geometry (same formula, charge and spin)   0.8160 eV
Frontier orbital gap (alpha / beta)   7.07 / 7.07 eV

Geometry as XYZ:
```
6
CH2INS, DFT ωB97M-V/def2-TZVPD
C 0.16749 0.60249 -0.14225
N -0.76981 -0.32568 -0.02452
S 0.41824 2.17633 0.04928
I 2.45707 -0.92506 -0.14082
H -1.61961 -0.10065 0.46903
H -0.65338 -1.42742 -0.21072
```

Entry 7:
# C6H10

The molecule C6H10 (ωB97M-V/def2-TZVPD, the Open Molecules 2025 dataset).

Calculated values
Calculated total energy   -6381.9060 eV
LUMO   0.939 eV
Structure (SMILES)   C#CC(C)(C)C
Energy relative to the best compared isomer or geometry (same formula, charge and spin)   1.9535 eV
Frontier orbital gap   10.73 eV

Geometry as XYZ:
```
16
C6H10, DFT ωB97M-V/def2-TZVPD
C -1.81060 1.38337 1.12778
C -1.20384 0.60859 0.43047
C -0.01188 -0.11108 -0.06669
C -0.00330 -0.67967 -1.49366
C 0.14349 -1.32278 0.89738
C 0.98247 1.09603 -0.08906
H -2.19504 2.16663 1.73781
H -0.75744 -1.45342 -1.66334
H 0.98225 -1.14068 -1.64998
H -0.11959 0.10793 -2.24274
H 0.26043 -1.03632 1.94609
H -0.79326 -1.89704 0.83536
H 0.94789 -2.01251 0.61525
H 1.99006 0.83751 -0.42132
H 0.56465 1.80629 -0.81927
H 1.02371 1.64715 0.85591
```

Entry 8:
# C14H21ClN2O3S

A structure of composition C14H21ClN2O3S in a non-equilibrium geometry (ωB97M-V/def2-TZVPD, the Open Molecules 2025 dataset).

Calculated values
Calculated total energy   -47325.2002 eV
LUMO   -0.141 eV
Energy relative to the best compared isomer or geometry (same formula, charge and spin)   14.4852 eV
Frontier orbital gap   8.45 eV

Geometry as XYZ:
```
42
C14H21ClN2O3S, DFT ωB97M-V/def2-TZVPD
C -2.61636 -3.22738 -0.64838
C -3.27382 -2.56724 0.40340
H -4.22886 -2.96624 0.53127
H -2.80265 -2.63750 1.31544
O -3.75587 -1.39508 -0.04372
C -2.89572 -0.34116 0.19935
C -1.61084 -0.54265 0.72358
C -0.68110 0.68510 0.43070
C -1.11210 1.94676 0.06221
C -2.33471 2.05928 -0.25561
C -3.30444 1.23238 -0.23507
Cl -4.97879 1.34842 -0.86254
H -2.70349 2.89346 -0.67160
H -0.33040 2.82177 0.21229
S 1.01645 0.31067 0.91461
O 1.70687 1.51963 1.11528
O 1.06133 -0.57854 2.32007
N 1.40596 -0.78993 -0.10657
C 2.51340 -1.64628 0.11500
C 3.80456 -1.14510 0.29843
N 4.09073 -0.41276 -1.10841
C 2.96843 -0.39070 -1.84969
C 1.70323 0.03766 -1.40125
H 1.62032 1.05302 -1.11506
H 0.91370 -0.16865 -2.41075
H 3.12726 -1.49367 -2.38124
H 3.35623 -0.02831 -2.85078
C 4.62295 1.10740 -0.75316
C 5.92858 0.88798 -0.05917
H 6.40601 1.90220 0.02202
H 6.67296 0.50470 -0.90853
H 6.01606 0.40206 0.66826
H 4.61536 1.54530 -1.63972
H 3.89672 1.33296 -0.03600
H 4.51911 -2.08525 0.26123
H 3.98032 -0.35754 1.10580
H 2.16796 -2.08249 1.00874
H 2.30375 -2.57107 -0.24993
H -1.14811 -1.31546 0.91214
H -3.37417 -3.05666 -1.54930
H -1.63606 -2.80919 -0.75411
H -2.61939 -4.19533 -0.24405
```